The following is a DFT calculation (ωB97M-V/def2-TZVPD) of a cluster of 2 separate species, C5H13N2O in total at a distorted geometry.

```
21
Properties=species:S:1:pos:R:3:forces:R:3
O -0.822220 -0.019836 -0.553524 1.58 -4.10 2.81
C -0.527123 -1.159132 0.003140 -4.39 3.41 -3.87
C 0.551817 -1.512520 0.828774 3.25 3.01 1.55
C 1.499276 -0.431687 1.409492 -1.82 -1.61 -0.39
C 2.571637 0.112358 0.429888 1.93 -1.39 -1.69
C 2.053708 0.360825 -0.997061 -0.20 0.92 0.88
N 1.216405 1.581506 -0.910820 1.25 -1.09 -1.17
N -5.291016 0.623394 0.057625 1.73 -1.97 1.16
H -1.270171 -1.947134 -0.228708 0.47 0.07 0.22
H 0.591495 -2.577091 0.986015 0.49 -0.28 0.52
H 0.888614 0.466315 1.609678 -0.17 -0.25 -0.03
H 2.052179 -0.770884 2.296186 -0.44 -0.15 -0.24
H 3.438247 -0.610137 0.389688 -0.83 0.66 0.13
H 2.941637 1.071197 0.765631 -0.01 0.06 0.67
H 2.891037 0.552328 -1.673204 0.07 -0.06 0.28
H 1.522783 -0.539112 -1.358677 -0.01 0.41 -0.01
H 0.274879 1.297255 -1.058607 -0.98 0.52 0.10
H 1.521890 2.292326 -1.574799 -0.21 -0.11 0.24
H -6.038469 1.121025 0.478406 -0.63 0.21 0.71
H -5.043076 -0.279593 0.607379 -1.05 2.22 -1.49
H -5.566894 0.428839 -0.883826 -0.03 -0.49 -0.38
```
Forces are in eV/Å.

As for the electronic energy: -382.6297 hartree. Its frontier orbital gap is 3.32 eV. The energy above the lowest of the compared OMol25 structures with the same formula, charge and spin is 6.312 eV. The calculation puts the LUMO energy at -8.76 eV. Its spin multiplicity is 1. The net charge is +1. The value obtained for the maximum force is 0.13175 Eh/bohr.

---

The following is a DFT calculation (ωB97M-V/def2-TZVPD) of the ion C5H13N2O with charge +2 at a distorted geometry.

```
21
Properties=species:S:1:pos:R:3:forces:R:3
O -0.977237 1.646707 -1.607381 0.89 0.12 0.66
C -0.056842 1.001568 -1.104247 -3.12 -0.22 -1.21
N 0.831709 0.521984 -2.033357 3.31 -0.85 0.85
C 2.084459 -0.113941 -1.691654 -0.33 -1.17 -0.33
C -0.166681 0.501349 0.351946 2.30 1.69 0.04
N -1.116588 1.493848 0.988596 -0.32 1.03 0.03
C -0.729476 -1.613191 1.824291 0.11 0.29 1.17
C -0.607245 -0.900908 0.463520 -2.53 -2.63 -0.95
H 0.769499 0.746319 -3.030783 -0.89 0.30 0.04
H 2.504802 0.093677 -0.709046 -0.24 0.49 0.04
H 1.898828 -1.221639 -1.643278 -0.19 0.25 -0.09
H 2.812056 -0.055533 -2.499466 -0.04 0.43 -0.05
H 0.844808 0.582705 0.809027 -0.72 0.35 0.16
H -1.891709 1.031356 1.478362 0.16 0.00 0.10
H -1.542873 2.160052 0.303270 -0.02 -0.97 -0.21
H -0.684620 2.188910 1.609713 0.32 -0.62 0.50
H -0.333706 -2.634619 1.798799 -0.04 0.32 -0.26
H -0.227672 -1.127926 2.668731 0.23 0.13 -0.27
H -1.762673 -1.707752 2.152410 -0.13 0.05 -0.19
H -1.644103 -0.985178 0.000486 1.15 0.18 0.18
H -0.004735 -1.607789 -0.129940 0.11 0.83 -0.22
```
Forces are in eV/Å.

As for the electronic energy: -382.3162 hartree. Its frontier orbital gap (spin up / spin down) is 11.22 / 6.65 eV. As for the expectation value of S²: 0.777. The energy above the lowest of the compared OMol25 structures with the same formula, charge and spin is 2.018 eV. The calculation puts the LUMO energy (spin up / spin down) at -8.59 / -13.16 eV. Its spin multiplicity is 2. The net charge is +2. The value obtained for the maximum force is 0.07323 Eh/bohr.

---

The following is a DFT calculation (ωB97M-V/def2-TZVPD) of a cluster of 2 separate species, C5H13N2OS in total at a distorted geometry.

```
22
Properties=species:S:1:pos:R:3:forces:R:3
C -0.923532 0.525967 0.142650 4.43 -0.55 -0.24
C 0.952186 -0.744063 -1.384591 -0.38 0.51 0.23
C 1.268449 -0.862750 1.140428 0.91 0.33 0.66
C 1.741390 1.190983 -0.091254 0.74 2.68 -0.09
C 1.067175 -0.044212 -0.047050 -5.07 -0.43 -1.31
N -1.835027 -0.349185 -0.014339 -2.75 0.66 -0.07
N -1.179809 1.790110 0.190519 -5.73 0.13 0.00
O -1.631916 -1.669320 0.286616 0.89 0.61 0.80
S -3.598714 0.145371 -0.025737 1.05 -2.40 0.86
H 0.024341 -1.278354 -1.420028 -0.36 -0.42 -0.20
H 1.709386 -1.492149 -1.344295 0.86 -0.59 -0.61
H 1.010358 -0.081637 -2.273917 0.21 -0.39 0.74
H 1.687193 -0.321156 1.955246 0.10 1.04 0.69
H 2.093933 -1.474503 0.889877 0.61 -1.58 -0.20
H 0.425621 -1.348499 1.543075 -0.77 -1.11 -0.07
H 2.783438 0.939086 -0.144915 0.90 0.12 0.07
H 1.520196 1.826748 -0.947863 -0.02 -0.21 -0.18
H 1.556945 1.764801 0.801424 0.33 0.28 0.52
H -0.509174 2.466708 0.162739 2.20 1.91 -0.03
H -2.236924 2.151250 0.198865 3.07 -0.92 0.08
H -2.187740 -2.094501 -0.340819 -0.64 -1.23 -1.17
H -3.737782 -1.040692 0.723372 -0.58 1.55 -0.51
```
Forces are in eV/Å.

As for the electronic energy: -780.8549 hartree. Its frontier orbital gap is 9.64 eV. The energy above the lowest of the compared OMol25 structures with the same formula, charge and spin is 3.243 eV. The calculation puts the LUMO energy at -4.01 eV. Its spin multiplicity is 1. The net charge is +1. The value obtained for the maximum force is 0.11153 Eh/bohr.

---

The following is a DFT calculation (ωB97M-V/def2-TZVPD) of the ion C5H13N2OSi with charge +1 at a distorted geometry.

```
22
Properties=species:S:1:pos:R:3:forces:R:3
C 0.356749 -2.783436 -2.095494 -0.60 -0.74 3.00
C 0.898634 -2.126090 -0.769030 -4.91 -3.19 1.38
C 0.105827 -0.912484 -0.399844 5.54 2.40 4.14
N 0.630083 -0.182890 0.842488 -3.43 -0.18 -3.90
Si -0.273293 1.363735 0.845554 -0.24 0.37 0.36
C -1.557440 1.294955 2.191207 1.43 4.25 0.90
C 0.650950 2.964252 0.561232 -2.06 1.09 1.89
O -1.037585 1.024288 -0.700007 -0.40 0.66 0.56
N -0.695702 -0.193170 -1.108313 -0.54 -2.48 0.11
H 0.314751 -1.952635 -2.695611 -0.32 1.40 -2.42
H -0.568709 -3.404611 -2.088892 0.36 0.98 0.49
H 1.087392 -3.461504 -2.387181 1.44 -0.98 -0.98
H 1.912391 -1.965309 -0.874717 2.08 1.04 -0.10
H 0.778280 -2.823954 0.166681 0.31 1.09 -1.74
H 1.600239 -0.156350 1.082922 0.61 -0.90 -0.25
H -2.151589 0.492183 2.250166 -2.09 -3.41 -0.40
H -1.213941 1.394180 3.240192 0.73 -0.13 -0.56
H -2.259499 2.164408 2.204960 0.47 -0.39 -0.64
H 0.443851 3.441474 -0.409020 -1.24 0.30 0.61
H 0.667593 3.654478 1.502014 -0.62 -0.91 -1.93
H 1.639793 2.906002 0.344411 3.53 -1.22 -0.09
H -1.328776 -0.737523 -1.703721 -0.04 0.93 -0.41
```
Forces are in eV/Å.

As for the electronic energy: -672.2888 hartree. Its frontier orbital gap is 10.38 eV. The energy above the lowest of the compared OMol25 structures with the same formula, charge and spin is 2.661 eV. The structure (SMILES) is CCC1=[NH+][Si](C)(C)ON1. The calculation puts the LUMO energy at -3.87 eV. Its spin multiplicity is 1. The net charge is +1. The value obtained for the maximum force is 0.14245 Eh/bohr.

---

The following is a DFT calculation (ωB97M-V/def2-TZVPD) of a cluster of 2 separate species, C5H13N2P in total at a distorted geometry.

```
21
Properties=species:S:1:pos:R:3:forces:R:3
C 2.398097 0.762868 0.151534 -1.54 1.31 -0.57
C 2.251348 -0.723337 0.252696 1.05 -0.97 1.70
C 0.902956 1.268573 0.179866 0.51 -0.08 -1.78
C 0.985048 -1.176624 -0.377561 -1.69 1.31 1.58
C 0.057390 0.123076 -0.474505 1.60 -0.32 -1.65
N -1.124435 -0.340000 0.191047 -2.57 0.94 0.21
N -2.817376 0.372692 -0.565809 4.74 -0.50 -0.17
P -4.311419 -0.011318 -0.053858 -1.24 2.06 1.78
H 2.989165 1.265920 0.943486 -0.07 -0.44 -0.68
H 2.732174 1.022493 -0.870543 0.40 0.05 0.60
H 3.062800 -1.276179 -0.179882 0.76 -0.08 -0.22
H 2.246201 -1.037799 1.299510 0.08 0.20 0.17
H 0.533522 1.450402 1.153086 -0.26 0.10 1.36
H 0.821055 2.236241 -0.361512 -0.10 -0.62 0.26
H 1.219220 -1.653955 -1.279827 -0.38 -0.66 -1.54
H 0.339487 -1.785599 0.284878 0.98 -0.45 -0.56
H -0.055420 0.301040 -1.561777 -0.50 0.15 0.53
H -0.962097 0.083999 1.126072 -1.34 -0.18 -0.36
H -2.509710 -0.036058 -1.463324 -0.61 0.43 0.60
H -4.233070 0.475540 1.380002 -0.12 -0.65 -1.72
H -4.524931 -1.321981 0.226427 0.30 -1.61 0.47
```
Forces are in eV/Å.

As for the electronic energy: -649.0130 hartree. Its frontier orbital gap (spin up / spin down) is 8.13 / 8.14 eV. The energy above the lowest of the compared OMol25 structures with the same formula, charge and spin is 3.248 eV. The calculation puts the LUMO energy (spin up / spin down) at 0.15 / 0.10 eV. Its spin multiplicity is 1. The net charge is 0. The value obtained for the maximum force is 0.09282 Eh/bohr.

---

The following is a DFT calculation (ωB97M-V/def2-TZVPD) of the ion C5H13N2P with charge +2 at a distorted geometry.

```
21
Properties=species:S:1:pos:R:3:forces:R:3
C 1.387396 1.064774 0.201824 -2.58 3.49 -3.41
C 0.032024 1.167201 -0.527342 0.39 2.53 1.35
C -0.478123 -1.250983 -0.322145 1.74 -1.57 2.76
C 0.403146 -1.441408 0.966910 -0.20 4.62 -2.06
C -1.066076 0.067819 -0.379182 -0.46 3.12 3.00
N 1.759670 0.081844 0.979946 -0.20 -7.18 3.83
N -2.049749 0.243706 -1.473348 2.82 1.16 -1.56
P 3.193621 -0.200996 1.819813 -1.87 3.61 -1.63
H 2.025696 1.888765 -0.038435 0.64 0.16 -0.09
H -0.272160 2.304366 -0.346569 -0.31 -2.35 0.12
H 0.360232 1.323630 -1.535167 -0.09 -0.62 -1.33
H 0.079683 -1.584878 -1.149737 0.74 -0.06 -1.33
H -1.213609 -1.990484 -0.128060 -1.08 -0.98 -0.03
H -0.104671 -1.236925 1.895673 0.30 -0.44 0.35
H 1.202597 -2.046306 0.774149 1.39 -2.40 0.38
H -1.662463 0.240005 0.598056 0.97 -0.12 -1.43
H -2.942465 -0.175753 -1.345119 -0.74 -1.85 -0.38
H -1.410003 0.033413 -2.354080 -2.73 0.54 1.33
H -2.351990 1.220051 -1.416233 0.56 0.44 -0.75
H 2.781796 -0.025483 3.171365 0.26 -0.54 0.28
H 3.657008 1.175182 1.462396 0.45 -1.55 0.61
```
Forces are in eV/Å.

As for the electronic energy: -648.2934 hartree. Its frontier orbital gap (spin up / spin down) is 6.26 / 7.34 eV. As for the expectation value of S²: 2.009. The energy above the lowest of the compared OMol25 structures with the same formula, charge and spin is 0.752 eV. The calculation puts the LUMO energy (spin up / spin down) at -7.60 / -11.40 eV. Its spin multiplicity is 3. The net charge is +2. The value obtained for the maximum force is 0.15825 Eh/bohr.

---

The following is a DFT calculation (ωB97M-V/def2-TZVPD) of the ion C5H13N2S with charge -1.

```
21
Properties=species:S:1:pos:R:3:forces:R:3
C -1.354079 -2.724202 -1.291864 -0.36 -0.16 -0.18
C -0.187205 -1.952770 -0.692903 -0.04 0.27 -0.02
N -0.323090 -0.525151 -0.918614 0.00 -0.19 -0.65
C 0.761643 0.279789 -0.361192 -0.32 0.16 0.41
C 0.353160 1.125732 0.865666 -0.37 0.18 -0.55
N 1.378177 1.033993 1.889074 0.26 -0.21 0.22
C -0.031432 2.569252 0.456177 0.03 0.29 0.38
S -0.081961 3.775426 1.839838 -0.11 -0.21 -0.05
H -2.272874 -2.134176 -1.273803 0.01 0.08 0.21
H -1.553386 -3.639778 -0.734446 0.04 -0.07 0.00
H -1.223338 -3.000756 -2.342842 0.24 0.12 0.11
H -0.088084 -2.182231 0.378729 -0.02 -0.11 0.03
H 0.743954 -2.258882 -1.174805 0.04 -0.12 0.09
H -1.226886 -0.198711 -0.608069 0.01 0.07 0.15
H 1.547535 -0.390272 -0.019558 0.19 -0.12 -0.11
H 1.157837 0.929717 -1.142989 0.16 0.06 -0.02
H -0.556520 0.663412 1.266919 0.07 -0.03 0.22
H 2.218572 1.484398 1.535458 0.02 0.06 -0.02
H 1.074846 1.656079 2.638018 0.01 0.18 -0.04
H 0.682146 2.940427 -0.288524 0.05 -0.14 -0.05
H -1.019013 2.548704 -0.020272 0.10 -0.11 -0.13
```
Forces are in eV/Å.

As for the electronic energy: -706.0240 hartree. Its frontier orbital gap is 5.87 eV. The energy above the lowest of the compared OMol25 structures with the same formula, charge and spin is 0.386 eV. The structure (SMILES) is CCNC[C@@H](N)C[S-]. The calculation puts the LUMO energy at 3.40 eV. Its spin multiplicity is 1. The net charge is -1. The value obtained for the maximum force is 0.01334 Eh/bohr.

---

The following is a DFT calculation (ωB97M-V/def2-TZVPD) of the ion C5H13N3 with charge -1 at a distorted geometry.

```
21
Properties=species:S:1:pos:R:3:forces:R:3
C 0.743041 -2.914376 -0.337196 0.37 -0.55 0.04
C 0.926733 -1.434503 0.002758 -0.34 -0.15 -0.10
C -0.290952 -0.575844 -0.398075 0.43 -0.51 -0.16
C 0.155333 0.717945 -1.081285 -0.28 0.75 0.03
N -0.979103 2.028134 1.174614 0.15 -0.03 -0.32
C -1.333480 2.279285 -0.151080 0.37 0.20 1.19
N -0.858454 1.762701 -1.196288 -0.60 -0.62 -0.68
N 1.269142 -1.188470 1.397537 0.13 0.51 -0.44
H 0.008414 -3.392074 0.324925 -0.01 0.13 -0.26
H 1.692730 -3.464851 -0.205191 -0.22 0.22 0.18
H 0.487118 -3.079009 -1.395891 -0.22 0.18 0.21
H 1.775429 -1.097086 -0.589977 0.12 0.10 -0.14
H -0.909734 -0.450010 0.490098 -0.10 0.34 -0.13
H -0.895527 -1.122331 -1.127537 -0.07 -0.03 0.12
H 1.043472 1.150531 -0.615495 0.19 -0.16 0.33
H 0.436166 0.467520 -2.104230 0.16 -0.10 -0.01
H -0.145951 1.466800 1.313078 0.06 0.04 0.02
H -0.956154 2.856070 1.757444 -0.27 -0.08 0.08
H -2.148036 2.998959 -0.206017 0.12 0.13 -0.31
H 2.043021 -1.768525 1.692659 -0.10 -0.05 0.31
H 0.478826 -1.221970 2.030244 0.10 -0.31 0.04
```
Forces are in eV/Å.

As for the electronic energy: -362.5123 hartree. Its frontier orbital gap (spin up / spin down) is 2.50 / 9.52 eV. As for the expectation value of S²: 0.750. The energy above the lowest of the compared OMol25 structures with the same formula, charge and spin is 0.671 eV. The calculation puts the LUMO energy (spin up / spin down) at 3.88 / 3.99 eV. Its spin multiplicity is 2. The net charge is -1. The value obtained for the maximum force is 0.02446 Eh/bohr.